Formula: C10H13BFIN2O6
Source: OMol25
Level of theory: wB97M-V/def2-TZVPD

The max |F| comes out at 0.0171 hartree/bohr. Its HOMO energy is -9.3 eV. As for the SMILES: O=[N+]([O-])c1ccccc1.O=C(OF)N(CCCI)B(O)O. The value obtained for the HOMO-LUMO gap is 9.0 eV.

```
34
Properties=species:S:1:pos:R:3:forces:R:3
I 0.89482 1.68613 -1.19963 0.130 -0.135 -0.073
F -0.81106 2.76406 3.29677 -0.195 0.031 -0.155
O -1.83637 2.80456 2.32128 0.298 0.087 0.178
O -4.45100 0.26201 0.29230 0.122 0.205 -0.138
O -2.41568 -0.37629 -0.72760 -0.137 0.490 -0.231
O 1.86578 -1.60273 -2.56157 -0.054 0.066 -0.069
O -1.04683 0.73163 1.81620 -0.345 0.227 -0.087
O 3.98175 -1.68189 -2.18511 0.045 -0.007 -0.036
N 2.83210 -1.95990 -1.91741 -0.010 0.038 0.084
N -2.61032 1.85783 0.47709 0.675 -0.342 -0.447
C -1.22324 3.86429 -0.38435 0.198 0.157 -0.165
C 0.24804 3.67443 -0.82342 -0.088 0.465 0.237
C 2.58440 -2.78018 -0.71950 -0.020 -0.049 0.064
C 3.66249 -3.19333 0.04039 0.135 -0.036 0.056
C -1.71222 1.67599 1.51996 0.011 -0.279 0.230
C -2.21774 2.74363 -0.67428 -0.623 0.253 0.084
C 1.28142 -3.10444 -0.39145 -0.141 0.005 0.012
C 3.42309 -3.96530 1.16513 -0.071 -0.013 0.008
C 1.05472 -3.87645 0.73608 0.062 -0.026 0.037
C 2.12256 -4.30821 1.51114 0.003 0.013 -0.020
B -3.15379 0.53453 -0.01203 -0.184 -0.157 0.204
H 0.04225 -4.13746 1.01042 -0.014 0.012 -0.002
H -1.85691 2.12044 -1.49811 0.128 0.004 0.132
H 0.91363 4.06403 -0.05405 -0.026 -0.141 -0.065
H 0.45103 4.24725 -1.72688 -0.007 -0.261 -0.036
H -2.50961 -0.28005 -1.68219 0.105 -0.294 0.103
H -1.58403 4.74991 -0.91608 0.009 -0.082 0.028
H 1.94051 -4.91196 2.39022 -0.002 0.002 0.009
H -3.14819 3.20061 -1.02398 0.042 -0.047 0.093
H 0.46013 -2.75460 -0.99816 0.039 0.041 -0.044
H 4.25310 -4.29809 1.77273 0.013 0.000 0.001
H -4.85678 1.02662 0.71875 -0.015 -0.157 0.133
H -1.24544 4.13972 0.66777 -0.062 -0.107 -0.060
H 4.66737 -2.91677 -0.24039 -0.024 0.040 -0.069
```
Forces are in eV/Å.

Atom charges from the Mulliken analysis, given in e for atoms 1 to 4: atom 1 (I): 0.06, atom 2 (F): -0.16, atom 3 (O): -0.10, atom 4 (O): -0.55